[1]
23
Properties=species:S:1:pos:R:3:forces:R:3:lowdin_charge:R:1 method="wB97M-V/def2-TZVPD" gap_ha="0.292 / 0.263" e_above_lowest_kcal_mol=144.4 fmax_ev_per_a=5.09 molar_mass_da=178.191 spin_multiplicity=1 homo_energy_ev="-8.03 / -8.01"
C -2.637671 -0.253357 -2.257920 -0.05 2.41 1.42 -0.055
C -2.920622 1.057332 -1.699270 1.68 -2.14 0.74 -0.044
C -1.538796 -0.943705 -1.824660 -0.21 -2.77 -1.76 -0.028
C -2.161849 1.536854 -0.615928 -0.75 -0.30 -0.96 -0.018
C -0.655295 -0.420201 -0.915566 -1.37 1.44 1.28 -0.167
C -1.084426 0.750063 -0.274510 3.08 1.38 3.06 -0.009
C 1.011081 0.002883 0.750641 0.92 -1.81 1.18 -0.421
C 2.469254 0.584624 0.490744 -3.40 -1.90 -0.28 0.056
C 1.031809 -0.988424 1.952405 -3.31 -0.87 -2.60 0.011
N 0.433814 -0.902363 -0.278311 2.50 -1.38 -1.07 -0.142
N -0.008907 0.993703 0.913803 -3.52 -0.59 -3.63 -0.132
O 1.020195 -2.036507 -0.500864 -0.95 1.48 -0.08 -0.001
O 0.055372 2.025501 1.595675 0.35 0.52 0.50 0.014
H -3.221815 -0.835263 -2.924304 -0.95 0.38 -0.70 0.091
H -3.698876 1.723679 -1.872229 -1.69 0.35 -1.22 0.074
H -1.503574 -1.982350 -2.266060 0.75 1.23 0.81 0.142
H -2.589817 2.463589 -0.183951 1.20 -0.75 0.24 0.131
H 2.328903 1.385853 -0.187890 0.38 1.05 -0.46 0.071
H 2.859008 -0.286923 -0.033735 1.14 0.23 0.51 0.088
H 2.736999 0.853264 1.498022 1.05 0.11 -0.09 0.085
H -0.069219 -1.399298 1.999481 2.28 0.55 0.33 0.146
H 1.291731 -0.502533 2.785844 0.57 2.08 3.43 0.032
H 1.743435 -1.772417 1.844917 0.32 -0.70 -0.63 0.076

[2]
7
Properties=species:S:1:pos:R:3:forces:R:3:lowdin_charge:R:1 method="wB97M-V/def2-TZVPD" gap_ha=0.348 e_above_lowest_kcal_mol=64.7 fmax_ev_per_a=5.02 molar_mass_da=158.929 spin_multiplicity=1 homo_energy_ev=-10.32
C 0.292821 0.252384 -1.707048 2.44 4.38 -0.06 -0.382
C -0.115671 -0.573221 1.818171 0.70 -1.49 1.07 -0.518
O -0.555209 -0.498459 -1.566008 -2.57 -2.08 0.35 0.129
F 1.552943 -0.132649 -2.025528 -0.20 0.35 0.04 0.040
F -0.115649 -1.298938 2.945138 0.11 0.54 -1.14 -0.138
Br -1.298930 0.797405 2.125635 -0.79 0.97 0.06 0.688
H 0.239694 1.453478 -1.590361 0.31 -2.67 -0.32 0.181

[3]
98
Properties=species:S:1:pos:R:3:forces:R:3:lowdin_charge:R:1 method="wB97M-V/def2-TZVPD" smiles="O=C1OC[C@@H](F)O1.O=C1OC[C@@H](F)O1.O=C1OC[C@@H](F)O1.COC(=O)OC.COC(=O)OC.COC(=O)OC.ClCCCl.ClCCCl.ClCCCl.ClCCCl" gap_ha=0.383 e_above_lowest_kcal_mol=0.0 fmax_ev_per_a=4.68 molar_mass_da=984.230 spin_multiplicity=1 homo_energy_ev=-10.17
O -0.669240 1.484619 1.984460 1.16 -1.76 -2.61 0.120
C -0.227190 0.926279 0.978590 0.97 -0.18 3.19 -0.511
O 0.711800 -0.101311 0.935680 -1.53 0.78 0.52 0.054
C 0.908520 -0.474991 -0.453660 3.51 -1.34 2.61 -0.062
C 0.075930 0.406409 -1.191740 -1.01 1.21 -2.16 -0.348
F -0.902860 -0.304501 -1.775570 -1.64 -0.59 -0.54 0.086
O -0.495570 1.282459 -0.253260 -0.71 0.94 -1.48 0.127
H 1.966280 -0.297471 -0.647900 0.09 0.15 -0.05 0.142
H 0.803980 -1.550421 -0.597330 -0.67 0.15 0.00 0.136
H 0.563030 0.906629 -2.028770 -0.01 0.54 0.36 0.146
O 4.023240 0.049889 1.472670 1.39 -3.31 0.99 0.120
C 4.335360 -1.084631 1.855260 -1.50 4.29 -0.24 -0.501
O 5.168310 -1.342541 2.898500 0.04 0.94 -0.92 0.084
C 5.190060 -2.710521 3.173940 -0.22 -1.17 -0.51 -0.055
C 4.289330 -3.312741 2.058950 1.60 1.16 -0.59 -0.329
F 3.290390 -3.975821 2.549660 -2.31 -1.66 1.18 0.121
O 3.760140 -2.185121 1.373260 0.77 -0.58 0.13 0.143
H 6.174730 -3.172581 3.102980 0.24 0.50 -0.04 0.135
H 4.824860 -2.874791 4.187720 -0.35 -0.17 -0.17 0.143
H 4.796830 -3.945881 1.331160 0.19 0.05 0.01 0.171
O 2.536810 -3.922791 -1.687380 -0.77 -1.09 1.59 0.140
C 1.875390 -4.547891 -0.887320 1.00 0.61 -2.06 -0.499
O 0.830730 -4.034241 -0.221510 0.56 -1.02 0.60 0.056
C 0.354570 -5.071341 0.660220 -0.13 -0.53 0.63 -0.068
C 0.906950 -6.346071 0.017500 0.40 0.91 1.86 -0.373
F 0.045340 -6.746631 -0.869670 -2.20 -1.25 -2.76 0.064
O 2.056610 -5.910491 -0.642450 0.10 1.37 0.15 0.134
H 0.725790 -4.975561 1.680570 0.14 0.50 -0.12 0.130
H -0.734910 -5.058551 0.691300 0.21 0.03 -0.15 0.102
H 1.046520 -7.228951 0.641310 0.81 0.46 0.49 0.175
C -3.188200 -3.940181 4.755610 -0.14 -0.47 0.96 -0.061
O -3.326120 -2.997111 3.705310 0.57 -0.69 -0.32 -0.001
C -2.350030 -2.960531 2.754310 1.03 -0.42 2.29 -0.611
O -1.253930 -3.477451 2.778010 -0.71 -0.75 0.29 0.123
O -2.739390 -2.111811 1.892790 -1.87 1.44 -1.80 0.002
C -2.030220 -1.990571 0.681590 1.19 0.78 -0.28 -0.036
H -2.388870 -3.710671 5.460230 0.28 0.21 -0.33 0.094
H -3.080510 -4.978641 4.442400 0.21 0.16 -0.50 0.095
H -4.102540 -3.922711 5.348710 -0.14 0.32 -0.29 0.091
H -2.104030 -2.880101 0.055990 -0.13 0.03 0.11 0.067
H -0.990680 -1.769751 0.923880 0.13 -0.43 -0.06 0.086
H -2.389560 -1.094981 0.174740 -0.45 -0.36 0.02 0.061
C 0.434020 4.822379 2.937500 0.11 -0.09 0.88 -0.028
O -0.079470 5.308399 1.703920 -2.03 -1.56 -0.31 -0.002
C 0.307380 6.437559 1.214360 3.82 2.67 -0.39 -0.621
O 1.354250 6.992819 1.548660 -1.57 -0.36 -0.07 0.072
O -0.454520 6.892069 0.209970 -1.00 -0.74 0.51 -0.024
C -0.058550 8.075789 -0.486740 0.45 0.13 -0.39 -0.032
H 1.520970 4.882189 2.992900 -0.15 0.11 -0.14 0.071
H 0.088930 3.798749 3.083080 0.13 -0.06 -0.65 0.083
H -0.031030 5.348969 3.770890 0.21 0.48 -0.10 0.100
H -0.932450 8.616809 -0.849650 -0.28 -0.29 0.47 0.093
H 0.472100 7.774979 -1.390080 0.32 -0.04 0.16 0.078
H 0.559790 8.732389 0.125330 -0.04 -0.24 0.01 0.095
C 2.153550 2.088749 -5.474240 0.58 -0.82 -0.70 0.008
O 2.974340 0.889209 -5.420220 -0.12 0.81 0.36 0.007
C 2.644000 -0.106451 -4.622600 -2.14 -0.55 0.56 -0.621
O 1.680110 -0.206811 -3.869510 1.02 0.92 -0.26 0.100
O 3.456600 -1.081441 -4.893250 1.82 -0.92 -1.16 0.017
C 3.752420 -2.114381 -3.983010 -0.08 -0.67 1.12 -0.038
H 1.637510 2.287829 -4.535000 0.09 0.01 -0.18 0.082
H 1.489350 1.920609 -6.321980 -0.41 0.23 0.32 0.099
H 2.875660 2.844359 -5.783640 -0.28 0.22 0.42 0.097
H 4.494320 -2.816981 -4.362510 -0.01 0.48 -0.75 0.097
H 2.897410 -2.738791 -3.723880 -0.16 0.49 0.15 0.075
H 4.224200 -1.672451 -3.105380 -0.35 -0.07 0.28 0.101
Cl -5.194590 -3.496591 -1.501990 0.38 0.07 -0.26 0.535
C -4.261460 -3.792961 -3.003210 0.46 0.57 -0.54 -0.646
C -2.738870 -3.628001 -2.854070 -0.18 -0.03 0.11 -0.599
Cl -2.082120 -4.945821 -1.812820 0.01 0.46 -0.54 0.616
H -4.581240 -3.092681 -3.774860 -0.15 0.33 0.28 0.071
H -4.592310 -4.758101 -3.386810 0.53 -0.16 0.30 0.064
H -2.362900 -2.670801 -2.492790 -0.79 0.06 0.97 0.057
H -2.210460 -3.553071 -3.804480 -0.30 -1.16 -0.40 0.078
Cl 3.563510 4.440889 1.009750 0.06 -0.12 0.02 0.606
C 2.514120 3.371449 0.045410 -0.64 1.15 0.01 -0.617
C 2.684540 3.620929 -1.459180 0.60 -1.00 0.36 -0.639
Cl 2.023380 5.109329 -2.187360 -0.38 -0.16 0.55 0.562
H 1.487910 3.595249 0.336780 -0.12 0.35 -0.09 0.045
H 2.629500 2.349449 0.406380 0.70 -0.14 -0.59 0.064
H 2.232660 2.732249 -1.899800 -0.15 0.26 -0.60 0.050
H 3.726610 3.688899 -1.771540 0.00 -0.45 0.38 0.059
Cl -1.398040 3.927659 -2.760100 -0.20 -0.25 -0.17 0.541
C -1.740580 4.054789 -1.026280 -1.11 -0.69 1.30 -0.651
C -3.045140 3.315599 -0.544250 0.31 -0.32 -0.64 -0.631
Cl -4.422080 3.938809 -1.486740 -0.32 0.13 0.09 0.539
H -1.885840 5.108159 -0.786680 0.33 -0.14 -0.07 0.053
H -0.868230 3.632079 -0.527870 -0.22 0.30 0.15 0.033
H -3.303990 3.389469 0.511990 0.50 1.00 0.06 0.057
H -3.112340 2.231519 -0.635670 0.69 -0.01 -0.74 0.033
Cl -4.733710 0.122909 0.939150 -0.10 0.44 -0.13 0.599
C -4.301670 1.094359 2.382690 -0.85 -0.54 0.75 -0.594
C -5.137020 0.584249 3.582840 -0.70 0.15 -0.32 -0.573
Cl -6.922670 1.136029 3.574030 1.34 -0.16 -0.21 0.455
H -4.493270 2.148999 2.184870 0.00 -0.15 -0.06 0.061
H -3.238600 0.923459 2.552340 -0.07 0.06 0.15 0.056
H -4.753850 0.900649 4.552980 0.08 0.14 -0.24 0.066
H -5.229820 -0.501591 3.561670 0.27 0.14 -0.02 0.045